Entry 1:
Molecular formula: C5H8O2
Method: DFT, ωB97M-V with the def2-TZVPD basis set

Last column: Löwdin charge in e.
CARTESIAN COORDINATES (ANGSTROEM)
O 1.124 0.846 -1.531  0.052
O -0.210 0.490 1.550  -0.026
C -0.729 0.619 0.198  -0.296
C 1.105 0.371 1.016  -0.196
C 0.620 0.254 -0.387  -0.429
C 1.230 -0.932 0.290  0.016
C -1.905 -0.244 -0.150  -0.022
H 2.234 -1.202 -0.019  0.116
H -2.783 -0.020 0.459  0.083
H -2.141 -0.062 -1.203  0.091
H 1.866 1.095 1.238  0.154
H 0.599 -1.763 0.589  0.111
H -1.644 -1.300 -0.029  0.080
H 1.562 0.163 -2.052  0.105
H -0.926 1.685 0.029  0.160

As for the electronic energy: -9407.15971 eV. The HOMO energy comes out at -0.3317 hartree. The relative energy (zero: lowest compared OMol25 entry of this formula, charge and spin) comes out at 61.6 kcal per mole. The value obtained for the gap between HOMO and LUMO is 9.8 eV.

---

Entry 2:
Molecular formula: C18H37CrO16
Method: DFT, ωB97M-V with the def2-TZVPD basis set

Last column: Löwdin charge in e.
CARTESIAN COORDINATES (ANGSTROEM)
Cr 0.317 0.046 0.002  0.795
O -2.492 0.129 -2.914  0.050
O -1.689 -0.566 0.817  0.101
O -3.587 -1.715 1.206  0.008
O 0.632 3.036 2.873  0.016
O 3.862 1.811 -1.897  0.018
O -1.230 3.555 1.799  0.034
O -0.815 -3.613 -1.106  0.012
O -3.614 0.485 1.084  0.027
O 0.368 -1.764 -1.194  0.078
O -0.782 0.777 -1.693  0.069
O 1.016 -3.587 -2.345  0.015
O -2.016 2.288 -2.775  0.019
O 0.125 2.037 0.940  0.067
O 2.615 2.912 -0.472  0.016
O 1.318 -0.718 1.498  -0.321
O 2.077 0.826 -0.973  0.083
C 4.268 0.600 -2.530  -0.003
C -0.880 -5.012 -1.388  -0.016
C -2.874 -0.603 1.049  -0.567
C 2.160 -2.934 -2.890  0.000
C 0.911 -3.091 1.844  -0.056
C -1.624 4.277 2.971  -0.014
C -0.147 2.808 1.835  -0.579
C -3.546 0.421 -3.811  -0.023
C -2.899 -2.893 1.626  -0.001
C 1.741 2.129 3.030  0.017
C 2.830 1.767 -1.080  -0.576
C 2.668 -1.844 3.154  -0.061
C 3.699 3.831 -0.265  -0.007
C -1.720 1.061 -2.400  -0.565
C -5.049 0.409 0.965  -0.001
C 1.328 -1.738 2.419  -0.594
C 0.216 -2.909 -1.535  -0.573
C -1.136 3.324 -2.312  0.017
H 3.040 -3.536 -2.669  0.105
H -2.600 -3.471 0.752  0.086
H -0.775 -5.208 -2.452  0.100
H -0.226 3.342 -2.909  0.107
H 1.603 -3.427 1.063  0.084
H -0.104 -5.561 -0.854  0.107
H 2.587 -2.423 4.076  0.076
H -3.866 1.461 -3.723  0.098
H 4.739 -0.055 -1.797  0.111
H 4.516 3.410 0.324  0.107
H 2.321 -1.939 -2.482  0.078
H 4.076 4.187 -1.220  0.099
H -0.872 3.185 -1.264  0.087
H -1.956 3.569 3.727  0.105
H -0.099 -3.058 1.425  0.042
H -4.392 -0.230 -3.629  0.099
H 2.048 -2.866 -3.971  0.104
H 3.285 4.643 0.325  0.100
H 3.477 -2.199 2.513  0.078
H -5.288 -0.027 -0.004  0.100
H -3.228 0.325 -4.851  0.104
H -2.446 4.937 2.710  0.098
H -1.848 -5.354 -1.039  0.096
H -3.599 -3.493 2.201  0.103
H 1.404 1.122 3.250  0.089
H 2.331 2.142 2.116  0.091
H -5.396 1.428 1.059  0.098
H 2.344 2.540 3.834  0.104
H -5.456 -0.245 1.733  0.099
H -1.689 4.251 -2.417  0.103
H -2.028 -2.671 2.240  0.093
H 0.600 -1.490 3.228  0.129
H 0.911 -3.862 2.621  0.084
H 2.946 -0.835 3.482  0.063
H -0.824 4.913 3.338  0.099
H 3.412 0.103 -2.982  0.087
H 5.004 0.852 -3.284  0.102

As for the electronic energy: -80443.52474 eV. As for the spin multiplicity: 5. The HOMO energy (spin up / spin down) comes out at -0.3443 / -0.3743 hartree. The relative energy (zero: lowest compared OMol25 entry of this formula, charge and spin) comes out at 0.0 kcal per mole. Its charge is +1. The expectation value of S² is 6.0072. The value obtained for the gap between HOMO and LUMO (spin up / spin down) is 7.7 / 8.5 eV.

---

Entry 3:
Molecular formula: C3H8IN2O
Method: DFT, ωB97M-V with the def2-TZVPD basis set

Last column: Löwdin charge in e.
CARTESIAN COORDINATES (ANGSTROEM)
I -2.204 2.021 2.830  1.032
O -0.542 -0.465 -1.447  -0.117
N -0.947 0.657 1.953  -0.562
N -0.337 -0.237 -0.120  0.046
C -0.275 -0.350 2.854  -0.094
C -0.494 0.593 -2.487  0.006
C -1.041 0.583 0.615  -0.184
H 0.242 0.148 3.661  0.075
H 0.473 -0.937 2.286  0.082
H -1.058 -1.076 3.306  0.130
H -0.967 1.595 -2.156  0.121
H -0.895 0.060 -3.363  0.113
H 0.306 -0.986 0.220  0.196
H -1.764 1.304 0.237  0.108
H 0.420 0.891 -2.835  0.046

As for the electronic energy: -16358.76884 eV. The HOMO energy comes out at -0.4974 hartree. The relative energy (zero: lowest compared OMol25 entry of this formula, charge and spin) comes out at 78.8 kcal per mole. Its charge is +1. The value obtained for the gap between HOMO and LUMO is 8.8 eV.

---

Entry 4:
Molecular formula: C9H12N
Method: DFT, ωB97M-V with the def2-TZVPD basis set

Last column: Löwdin charge in e.
CARTESIAN COORDINATES (ANGSTROEM)
N -0.482 -1.716 -0.800  0.171
C 0.962 -0.389 0.757  -0.120
C 2.467 -0.414 -2.914  0.001
C 0.174 0.235 1.937  -0.184
C -1.615 1.077 0.330  -0.142
C 1.673 -0.632 -2.070  0.032
C -0.799 0.664 -0.931  -0.088
C 0.102 -0.558 -0.520  -0.227
C -0.846 -2.796 -0.873  0.391
C -0.533 1.481 1.375  -0.207
H -1.419 0.426 -1.752  0.109
H 3.323 -0.507 -3.565  0.040
H -0.878 -3.803 -0.983  0.119
H -1.065 1.987 2.232  0.123
H 0.035 2.455 1.207  0.145
H 1.362 -1.388 1.069  0.131
H -0.573 -0.389 2.494  0.131
H -2.249 1.804 0.011  0.080
H -2.261 0.325 0.801  0.125
H -0.137 1.428 -1.191  0.106
H 0.873 0.465 2.732  0.114
H 1.889 0.244 0.655  0.150

As for the electronic energy: -11003.26496 eV. The HOMO energy (spin up / spin down) comes out at -0.5119 / -0.5119 hartree. The relative energy (zero: lowest compared OMol25 entry of this formula, charge and spin) comes out at 152.1 kcal per mole. Its charge is +1. The value obtained for the gap between HOMO and LUMO (spin up / spin down) is 8.0 / 8.0 eV.

---

Entry 5:
Molecular formula: C46H45BN7O6S2SbTi
Method: DFT, ωB97M-V with the def2-TZVPD basis set

Last column: Löwdin charge in e.
CARTESIAN COORDINATES (ANGSTROEM)
Sb 1.804 1.196 2.059  1.197
Ti -0.535 0.382 -0.842  0.905
S 1.287 -0.595 0.574  0.212
S -2.723 -3.166 -4.175  1.052
O 0.781 0.468 -2.189  -0.221
O -0.281 2.013 0.169  -0.267
O -4.512 -0.005 -0.215  0.041
O -2.305 0.217 -0.238  -0.148
O -1.628 -2.190 1.188  0.037
O -1.292 0.229 2.228  -0.044
N -1.774 -4.366 0.562  0.178
N -0.639 -1.605 -1.554  0.068
N -0.614 1.750 -3.422  0.125
N -2.694 -0.687 -3.555  0.018
N -1.176 1.824 -2.166  -0.076
N -1.721 -0.864 -4.526  0.025
N -4.341 -1.916 -2.392  0.099
C -0.188 -2.617 -1.867  -0.197
C 5.797 -0.828 4.289  -0.131
C -2.325 4.392 1.938  -0.074
C -1.151 -2.980 -7.252  -0.109
C -3.470 0.310 0.341  -0.492
C -1.593 -2.077 -4.933  -0.619
C 3.458 2.083 -0.697  -0.131
C -1.291 3.540 1.652  -0.006
C 4.332 3.047 1.300  -0.166
C 0.420 0.988 -3.330  -0.427
C 4.193 -0.845 2.483  -0.131
C 2.790 0.100 -6.752  -0.112
C 3.349 2.263 0.688  -0.334
C -3.866 1.495 4.453  -0.098
C 0.483 -1.459 4.219  -0.155
C 1.258 0.732 -4.522  -0.148
C -2.119 -3.284 1.328  -0.564
C -3.301 -1.799 -3.269  -0.718
C -1.249 2.850 0.425  -0.319
C 0.715 -0.065 4.287  -0.270
C -3.357 4.626 1.007  -0.105
C 0.320 -0.262 6.712  -0.144
C -0.558 -2.542 -5.908  -0.234
C -2.464 0.640 2.682  -0.258
C 5.385 3.611 0.581  -0.131
C -2.658 0.980 4.031  0.007
C -3.539 0.752 1.780  -0.056
C 4.507 2.640 -1.430  -0.116
C 0.622 0.490 5.573  -0.190
C 0.867 1.174 -5.778  -0.040
C -3.168 -3.534 2.394  -0.001
C -2.057 2.701 -1.905  -0.035
C 0.168 -2.228 5.345  -0.124
C -3.295 4.022 -0.221  -0.053
C 5.197 0.320 4.797  -0.118
C 4.098 0.874 4.148  -0.157
C 5.480 3.401 -0.791  -0.142
C -2.248 3.148 -0.546  -0.141
C 3.575 0.306 2.980  -0.390
C 3.194 -0.312 -5.491  -0.081
C 2.426 0.004 -4.375  -0.006
C -4.752 1.265 2.239  -0.039
C 1.629 0.855 -6.892  -0.100
C 5.292 -1.407 3.131  -0.110
C -4.925 1.654 3.558  -0.116
C 0.087 -1.628 6.599  -0.149
B 0.337 -4.051 -2.281  -0.441
H 0.262 0.215 7.690  0.077
H 5.753 -2.307 2.734  0.088
H -0.637 -4.782 -2.370  -0.004
H -2.543 3.218 -2.727  0.138
H -2.346 4.889 2.901  0.100
H -1.831 0.853 4.723  0.100
H -1.100 -4.260 -0.183  0.049
H 6.139 4.205 1.091  0.082
H 0.143 -1.718 -6.049  0.097
H -3.985 1.780 5.493  0.093
H -4.178 5.289 1.247  0.089
H -4.463 -2.833 -1.998  0.078
H 2.715 -0.327 -3.384  0.126
H 6.647 -1.272 4.799  0.082
H 3.797 -1.308 1.584  0.055
H -0.624 0.018 2.933  0.019
H 0.545 -1.952 3.250  0.068
H 0.905 -3.963 -3.355  0.001
H 1.095 -4.431 -1.410  0.013
H 0.794 1.565 5.701  0.077
H 4.572 2.469 -2.502  0.086
H -0.050 1.744 -5.861  0.108
H -2.213 -5.256 0.679  0.081
H 2.716 1.483 -1.210  0.054
H -5.871 2.073 3.885  0.082
H -0.493 3.356 2.359  0.091
H -2.754 -3.236 3.357  0.079
H 6.306 3.826 -1.353  0.079
H -1.838 -3.819 -7.123  0.060
H 5.580 0.775 5.704  0.085
H -3.495 -4.576 2.441  0.060
H 1.315 1.186 -7.874  0.092
H -1.701 -2.158 -7.717  0.073
H 3.622 1.761 4.564  0.086
H -0.012 -3.372 -5.454  0.092
H 3.367 -0.176 -7.626  0.090
H 4.286 3.215 2.377  0.076
H -0.019 -3.298 5.248  0.082
H -0.355 -3.291 -7.933  0.064
H -5.567 1.330 1.529  0.110
H 4.102 -0.888 -5.374  0.098
H -4.060 4.214 -0.968  0.110
H -4.026 -2.893 2.187  0.081
H -4.395 -1.164 -1.707  0.050
H -0.153 -2.219 7.478  0.076

As for the electronic energy: -123152.95177 eV. The HOMO energy comes out at -0.0504 hartree. The relative energy (zero: lowest compared OMol25 entry of this formula, charge and spin) comes out at 36.6 kcal per mole. Its charge is -2. The value obtained for the gap between HOMO and LUMO is 5.3 eV.

---

Entry 6:
Molecular formula: C11H31NO5
Method: DFT, ωB97M-V with the def2-TZVPD basis set

Last column: Löwdin charge in e.
CARTESIAN COORDINATES (ANGSTROEM)
O -1.219 -0.770 1.323  -0.068
O 2.338 -0.127 -0.230  -0.034
O 1.498 -1.474 2.261  -0.117
O -4.348 -0.478 1.512  -0.092
O -2.660 0.093 3.600  -0.163
N 1.038 -0.130 -0.798  -0.090
C 1.975 -1.014 3.474  -0.166
C -2.931 1.477 3.868  -0.100
C 2.169 -1.117 -2.960  0.018
C 1.005 -1.158 -1.860  -0.478
C 0.690 1.294 -1.193  -0.516
C 1.697 1.991 -2.032  -0.058
C 1.146 -2.501 -1.102  -0.034
C -0.830 0.247 -3.034  -0.146
C -0.431 -1.116 -2.442  -0.129
C 0.522 2.165 0.108  -0.019
C -0.651 1.316 -1.921  -0.137
H -0.571 2.335 -2.352  0.123
H -2.048 -0.314 1.193  0.014
H 2.118 -0.125 -3.259  0.025
H 1.464 2.324 0.583  0.071
H 2.101 -2.602 -0.550  0.092
H 1.706 3.089 -1.887  0.100
H -1.489 1.301 -1.194  0.123
H -2.896 1.628 4.951  0.083
H -1.061 -1.371 -1.630  0.095
H 2.079 0.087 3.400  0.084
H -0.704 -0.487 0.520  0.036
H 0.550 -1.377 2.181  0.045
H -1.924 0.266 -3.261  0.120
H 2.093 -1.890 -3.693  0.080
H 1.268 -1.132 4.290  0.079
H -2.165 2.053 3.383  0.074
H -1.789 -0.047 3.214  0.047
H -0.487 -1.879 -3.203  0.115
H 3.002 -1.216 -2.311  0.065
H 0.384 -2.567 -0.370  0.056
H 2.936 -1.382 3.806  0.080
H 1.096 -3.295 -1.871  0.095
H 2.174 -0.483 0.659  0.071
H -3.793 -0.699 2.330  0.042
H 1.468 1.819 -3.099  0.083
H -0.350 0.419 -3.965  0.092
H -0.083 1.631 0.853  0.069
H 0.116 3.107 -0.159  0.071
H 2.711 1.565 -1.881  0.098
H -5.017 -1.127 1.308  0.027
H -3.897 1.673 3.441  0.075

As for the electronic energy: -23635.35228 eV. The HOMO energy comes out at -0.3281 hartree. The relative energy (zero: lowest compared OMol25 entry of this formula, charge and spin) comes out at 7.8 kcal per mole. As for the SMILES: CC1(C)CCCC(C)(C)N1O.CO.CO.O.O. The value obtained for the gap between HOMO and LUMO is 9.5 eV.

---

Entry 7:
Molecular formula: C6H10N2O
Method: DFT, ωB97M-V with the def2-TZVPD basis set

Last column: Löwdin charge in e.
CARTESIAN COORDINATES (ANGSTROEM)
O 3.104 -1.088 -0.321  0.059
N -0.574 -0.435 -0.990  -0.079
N -2.037 -0.555 -0.761  -0.070
C 0.625 -0.279 1.304  -0.091
C 0.700 -0.379 -0.142  -0.466
C 0.215 0.805 -0.956  -0.219
C -2.343 -1.635 0.118  -0.090
C 2.014 -0.852 -0.779  -0.209
C -0.175 2.069 0.045  -0.055
H -1.144 1.926 0.534  0.047
H 0.730 0.803 -1.903  0.109
H 1.878 -0.691 1.786  0.191
H 0.145 0.607 1.936  0.081
H 0.693 2.350 0.680  0.056
H -0.403 -1.101 1.876  0.133
H 1.839 -0.825 -1.937  0.145
H -0.309 3.152 -0.746  0.151
H -1.166 -2.074 0.649  0.113
H -3.796 -1.799 -0.393  0.195

As for the electronic energy: -11400.41742 eV. The HOMO energy comes out at -0.3300 hartree. The relative energy (zero: lowest compared OMol25 entry of this formula, charge and spin) comes out at 269.1 kcal per mole. The value obtained for the gap between HOMO and LUMO is 8.9 eV.

---

no.,M (g mol⁻¹)
1,100.12
2,561.47
3,215.01
4,134.20
5,1036.48
6,257.37
7,126.16